This record from OMol25 describes a molecular structure, C22H31Br2GeNO4SV. The level of theory is the ωB97M-V functional and the def2-TZVPD basis.

The total charge is +1. The value obtained for the largest force on an atom is 0.33 eV Å⁻¹. The energy above the lowest of the compared OMol25 structures with the same formula, charge and spin is 0.6 kcal/mol. The highest occupied orbital energy (alpha / beta) is -11.00 / -11.04 eV. Its multiplicity is 3.

Atoms and positions in Å:
V  0.121  -0.121  -0.360
C  -0.009  -0.366  3.873
C  -0.828  0.094  2.674
C  -1.778  -1.010  2.233
C  -1.594  1.366  3.006
O  0.078  0.414  1.584
Ge  2.062  0.203  1.580
O  1.582  -1.277  0.453
C  2.188  -2.556  0.151
C  2.296  -2.672  -1.362
C  3.565  -2.594  0.797
C  1.283  -3.639  0.716
O  1.736  1.139  -0.085
C  2.355  2.372  -0.516
C  3.416  2.014  -1.548
C  1.284  3.271  -1.113
C  2.994  3.065  0.682
H  -0.665  -0.600  4.711
H  0.558  -1.269  3.631
H  0.683  0.415  4.195
H  -2.451  -1.267  3.051
H  -2.390  -0.683  1.390
H  -1.229  -1.906  1.939
H  -2.282  1.192  3.833
H  -0.905  2.164  3.287
H  -2.174  1.695  2.142
H  2.907  -1.859  -1.763
H  2.762  -3.619  -1.636
H  1.303  -2.641  -1.815
H  4.196  -1.791  0.409
H  3.486  -2.488  1.881
H  4.056  -3.544  0.588
H  0.291  -3.575  0.268
H  1.697  -4.627  0.508
H  1.190  -3.527  1.798
H  2.964  1.533  -2.417
H  3.942  2.908  -1.886
H  4.145  1.327  -1.117
H  0.715  2.749  -1.884
H  0.602  3.611  -0.332
H  1.743  4.151  -1.565
H  3.814  2.474  1.093
H  3.400  4.030  0.379
H  2.254  3.239  1.467
Br  -2.382  -4.046  -2.046
C  -2.958  -2.257  -1.989
C  -4.214  -1.901  -2.523
C  -4.652  -0.608  -2.471
Br  -6.345  -0.182  -3.182
C  -3.849  0.406  -1.887
C  -4.206  1.766  -1.747
C  -3.341  2.634  -1.141
C  -2.097  2.168  -0.689
N  -1.720  0.915  -0.819
C  -2.593  0.026  -1.389
C  -2.140  -1.320  -1.414
O  -0.963  -1.581  -0.839
H  -4.834  -2.666  -2.968
H  -5.165  2.106  -2.112
H  -3.597  3.676  -1.007
H  -1.397  2.839  -0.210
S  0.597  0.138  -3.990
C  0.495  0.091  -2.496